DFT (wB97M-V/def2-TZVPD) results for a single C25H27N5O5S molecule.

Last column: Mulliken charge in e.
CARTESIAN COORDINATES (ANGSTROEM)
C  -6.51147  -2.54030  -1.06484  -0.861
H  -6.78902  -1.76623  -1.78775  0.339
O  -5.71551  -2.01925  -0.02860  -0.448
C  -4.51264  -1.46847  -0.34265  0.922
C  -3.98993  -1.37133  -1.62691  -0.625
C  -2.74622  -0.79380  -1.82286  -0.455
C  -2.00344  -0.30676  -0.75910  -0.455
C  -2.53773  -0.39476  0.52438  0.003
C  -3.77155  -0.96784  0.73039  -0.995
H  -4.19089  -1.04381  1.72058  0.452
H  -1.97769  -0.00815  1.36115  0.571
C  -0.64238  0.28432  -0.99369  0.185
N  0.43700  -0.61126  -0.57206  0.532
C  1.68648  -0.10896  -0.76225  1.600
O  1.83672  0.99174  -1.29842  -0.809
C  2.83307  -0.92348  -0.41520  -0.124
C  4.15524  -0.49667  -0.58285  -0.418
N  4.54917  0.71121  -0.99228  -0.290
H  3.83515  1.36162  -1.28516  0.229
H  5.54036  0.86573  -1.10677  0.194
C  5.04785  -1.55867  -0.23013  0.161
N  4.46727  -2.67680  0.15293  -0.647
S  2.85332  -2.56643  0.14541  0.070
C  6.51624  -1.43910  -0.30733  0.349
O  7.07431  -0.42346  -0.69250  -0.713
N  7.17628  -2.54813  0.07976  -0.339
H  6.65229  -3.35097  0.38251  0.250
H  8.18140  -2.56541  0.06088  0.239
C  0.13917  -1.69494  0.28672  -1.736
C  0.38231  -1.59515  1.65087  0.873
C  0.04352  -2.65058  2.47898  -1.070
C  -0.53985  -3.79163  1.96437  -0.758
C  -0.78934  -3.88831  0.59851  0.252
C  -0.44406  -2.83888  -0.24179  0.494
H  -0.63406  -2.90269  -1.30454  0.344
O  -1.37056  -5.02127  0.12707  -0.612
H  -1.48382  -4.95817  -0.82893  0.321
H  -0.81626  -4.61723  2.59974  0.475
H  0.22615  -2.57761  3.53995  0.417
H  0.81052  -0.68628  2.04362  0.525
H  -0.49398  0.48289  -2.06295  0.987
C  -0.48287  1.60179  -0.19945  -0.902
O  -0.19313  1.58731  0.97671  -0.613
N  -0.76934  2.70136  -0.92122  -0.025
H  -0.84725  2.58776  -1.91857  0.379
C  -0.57129  4.06584  -0.45412  0.000
C  -1.28542  4.34996  0.88372  -0.959
H  -1.92745  3.51906  1.16734  0.257
H  -1.90278  5.24368  0.78375  0.395
C  -0.16895  4.58615  1.90021  -0.412
H  -0.49008  5.21193  2.73156  0.463
H  0.17227  3.62634  2.28536  0.098
C  0.93748  5.22353  1.06655  -0.801
H  0.68926  6.26378  0.84422  0.290
H  1.90678  5.19694  1.56134  0.394
C  0.91789  4.39167  -0.21241  -0.415
H  1.45452  3.45608  -0.05604  -0.056
H  1.36637  4.90725  -1.06064  0.458
H  -0.98345  4.70615  -1.23897  0.581
H  -2.35161  -0.73029  -2.82774  0.409
H  -4.53579  -1.73971  -2.48141  0.442
H  -7.41077  -2.92011  -0.58283  0.253
H  -6.00782  -3.36123  -1.58565  0.334

Cartesian forces (eV/Å) of the 6 atoms listed first:
-0.13 -0.08 -0.18
0.03 -0.03 0.02
0.24 0.15 0.21
0.13 0.04 0.02
-0.38 -0.21 -0.02
0.22 0.14 0.21

Summary:
E_LUMO ... 0.12 eV
HOMO-LUMO gap ... 8.1 eV
SMILES string ... COc1ccc([C@@H](C(=O)NC2CCCC2)N(C(=O)c2snc(C(N)=O)c2N)c2cccc(O)c2)cc1
Net charge ... 0
Energy above the lowest of the compared OMol25 structures with the same formula, charge and spin ... 0.0 kJ/mol

DFT (wB97M-V/def2-TZVPD) results for a molecular structure, C25H27N7O7P2Ru in a non-equilibrium geometry.

Last column: Mulliken charge in e.
CARTESIAN COORDINATES (ANGSTROEM)
Ru  0.30904  0.11356  0.53078  -0.074
C  1.23951  -1.64479  -4.68838  -0.576
C  1.40187  -2.60651  -3.69758  -1.259
C  1.58453  -2.22495  -2.37684  0.340
C  1.59607  -0.87929  -2.04269  -0.634
C  1.46566  0.08265  -3.02735  -0.110
C  1.28229  -0.30135  -4.35250  -0.906
N  1.71804  -0.48083  -0.66426  0.652
C  2.87825  -0.81460  -0.00266  0.262
C  4.04455  -1.35774  -0.59941  -0.890
C  5.14217  -1.60864  0.17611  -0.679
C  5.16632  -1.33902  1.56473  -0.730
C  4.07023  -0.78624  2.15888  -0.695
C  2.94840  -0.51367  1.36021  0.923
N  1.78041  0.08688  1.84380  1.872
N  1.65346  0.35196  3.05887  -1.459
C  0.37999  0.91567  3.31245  -0.062
C  0.06215  1.27961  4.60296  -0.630
C  -1.15406  1.90280  4.82354  -0.414
C  -1.98713  2.15813  3.74603  -1.033
C  -1.59642  1.74949  2.48727  -0.385
N  -0.43468  1.11690  2.27281  1.021
H  1.08867  -1.94348  -5.71673  0.438
H  1.38244  -3.65755  -3.95549  0.432
H  1.71171  -2.97042  -1.59917  0.645
H  1.53299  1.12970  -2.76223  0.615
H  1.18564  0.45537  -5.12024  0.477
H  4.06170  -1.56192  -1.65932  0.462
H  6.02765  -2.02157  -0.29054  0.422
H  6.05383  -1.55704  2.14111  0.416
H  4.04803  -0.54411  3.21145  0.488
H  0.76755  1.07797  5.39545  0.565
H  -1.44107  2.19390  5.82477  0.435
H  -2.94035  2.64964  3.87586  0.450
H  -2.22147  1.89183  1.61888  0.547
N  -1.30879  -3.61800  0.15756  -0.229
C  -2.28866  -2.65826  0.82921  0.719
C  -3.57184  -3.40431  1.15130  -1.744
P  -1.35666  -2.02429  2.28726  0.658
O  -0.93963  -3.42096  2.97384  -0.571
O  -2.19978  -1.19634  3.15967  -0.796
O  -0.03716  -1.53835  1.66662  -0.255
P  -2.45425  -1.28800  -0.41398  0.664
O  -2.81365  0.00724  0.45772  -0.422
O  -3.46497  -1.60137  -1.42851  -0.887
O  -0.96112  -1.15068  -0.71682  -0.137
H  -0.94489  -4.29087  0.83793  0.400
H  -0.54193  -3.04950  -0.22288  -0.005
H  -1.76120  -4.11495  -0.61350  0.410
H  -3.37669  -4.30010  1.74447  0.455
H  -4.10480  -3.66797  0.23701  0.432
H  -4.22241  -2.76155  1.74416  0.401
H  -1.24523  -3.48231  3.88443  0.381
H  -3.70253  -0.02753  0.83075  0.372
N  -1.42726  6.24544  -2.69683  -0.329
C  -1.38365  4.99609  -3.21710  0.166
O  -1.62780  4.74145  -4.37477  -0.589
C  -0.98974  3.88200  -2.27084  1.003
C  -0.28109  4.07708  -1.09236  -1.045
C  0.07001  2.97938  -0.33626  -0.988
N  -0.24689  1.72219  -0.69372  1.192
C  -0.92819  1.53402  -1.83460  -0.911
C  -1.31269  2.58909  -2.63807  -1.035
H  -1.71124  6.99465  -3.30615  0.247
H  -1.35252  6.42572  -1.71349  0.168
H  0.03614  5.05598  -0.76087  0.364
H  0.63239  3.08554  0.57979  0.532
H  -1.14081  0.51133  -2.10287  0.871
H  -1.84845  2.40580  -3.55861  0.583

Cartesian forces (eV/Å) of the 6 atoms listed first:
-0.57 -2.21 0.65
0.00 -0.02 0.04
0.00 0.00 0.04
-0.20 -0.20 -0.14
0.06 0.41 0.60
0.10 0.05 -0.27

Summary:
Multiplicity ... 2
E_LUMO (spin up / spin down) ... -3.67 / -3.94 eV
HOMO-LUMO gap (spin up / spin down) ... 6.6 / 6.6 eV
Net charge ... +1
Energy above the lowest of the compared OMol25 structures with the same formula, charge and spin ... 34.3 kJ/mol

DFT (wB97M-V/def2-TZVPD) results for a molecular structure, C25H27NO2S3V in a non-equilibrium geometry.

Last column: Mulliken charge in e.
CARTESIAN COORDINATES (ANGSTROEM)
V  -0.43706  -0.33682  -0.39749  -0.396
C  -3.93690  0.73516  -0.60947  -0.850
C  -4.25830  -0.73478  -0.45849  -0.751
S  -2.82101  -1.61371  0.20522  0.090
C  -2.75242  -3.10012  -0.80850  -0.808
C  -2.46207  -2.80099  -2.26387  -0.690
S  -0.97934  -1.76944  -2.46287  0.057
C  -1.54942  -0.49677  -3.62993  -0.793
C  -2.70731  0.34945  -3.13387  -0.821
S  -2.39404  1.04222  -1.48761  0.176
H  -4.73468  1.26778  -1.13009  0.493
H  -3.80540  1.22770  0.35518  0.445
H  -5.07945  -0.87873  0.24432  0.580
H  -4.54658  -1.19664  -1.40027  0.438
H  -1.99185  -3.74330  -0.36136  0.431
H  -3.70269  -3.62627  -0.69910  0.521
H  -2.26081  -3.72469  -2.80689  0.573
H  -3.29560  -2.30460  -2.75494  0.443
H  -0.67142  0.11297  -3.84652  0.413
H  -1.80967  -1.00972  -4.55747  0.583
H  -2.85346  1.18766  -3.81549  0.588
H  -3.64228  -0.20639  -3.10542  0.465
N  -0.27464  -1.50274  1.31780  -0.190
C  0.83862  -1.45083  2.25266  0.605
C  0.53344  -1.45621  3.60183  -0.486
C  1.56900  -1.50353  4.51765  -0.796
C  2.88175  -1.55809  4.05940  -0.899
C  3.15678  -1.53777  2.70476  -1.263
C  2.12866  -1.46841  1.75545  1.074
C  2.38293  -1.34413  0.30870  1.331
C  3.70831  -1.41159  -0.14886  -1.213
C  4.06427  -1.20508  -1.46131  -0.873
C  3.09288  -0.89968  -2.42400  -1.284
C  1.78329  -0.87738  -2.04100  0.314
C  1.39780  -1.07928  -0.68895  1.520
H  -0.36009  -2.46098  0.96468  0.332
H  -1.11817  -1.32239  1.85773  0.367
H  -0.49743  -1.44086  3.93879  0.485
H  1.35442  -1.50616  5.57772  0.459
H  3.69862  -1.60929  4.76623  0.459
H  4.19166  -1.56640  2.40277  0.398
H  4.49663  -1.63624  0.55152  0.412
H  5.10669  -1.27508  -1.74550  0.450
H  3.36741  -0.70243  -3.45148  0.504
H  1.06762  -0.61420  -2.80512  -0.131
O  0.29175  1.28298  -0.93984  -0.483
C  0.15384  1.82054  0.26368  1.543
O  -0.54242  0.99725  1.00705  -0.795
C  0.69816  3.04319  0.67579  0.325
C  1.43853  3.82970  -0.23059  -0.294
C  1.94797  5.03357  0.19752  -0.868
C  1.71975  5.45159  1.50982  -0.317
C  0.98580  4.67788  2.41087  -0.841
C  0.46986  3.47167  2.00089  -0.324
H  1.60228  3.49208  -1.24557  0.469
H  2.51831  5.65768  -0.47606  0.459
H  2.12042  6.40253  1.83835  0.449
H  0.82283  5.02945  3.41998  0.458
H  -0.10575  2.85866  2.68157  0.458

Cartesian forces (eV/Å) of the 6 atoms listed first:
-0.03 -0.87 0.17
-0.05 0.02 0.04
-0.10 0.01 0.00
0.11 0.25 0.07
-0.03 -0.15 -0.02
-0.01 -0.02 -0.05

Summary:
E_LUMO (spin up / spin down) ... -11.68 / -11.67 eV
HOMO-LUMO gap (spin up / spin down) ... 5.4 / 5.4 eV
Net charge ... +3
Energy above the lowest of the compared OMol25 structures with the same formula, charge and spin ... 17.7 kJ/mol